# C37H106N4O16

16 unconnected molecules or ions with the total composition C37H106N4O16 at a distorted geometry (wB97M-V/def2-TZVPD, OMol25).

Geometry (Å):
C -5.9998 2.0669 2.2692
O -4.8692 2.3656 2.5315
N -6.5678 0.9234 2.5550
N -6.8303 2.8977 1.7679
H -7.5130 0.7854 2.2270
H -5.9556 0.1843 2.8696
H -6.3882 3.7962 1.6358
H -7.8294 2.8207 1.6412
C -4.5692 5.7572 1.3308
O -5.7700 5.6761 1.1061
N -3.8366 4.7598 1.6241
N -3.8993 6.8628 1.2477
H -2.8418 4.9328 1.6008
H -4.2085 3.8638 1.9052
H -4.3294 7.7309 0.9624
H -2.8932 6.7791 1.2745
C 3.7715 3.5081 4.7073
C 2.9614 3.9930 3.5430
O 3.7801 4.5725 2.5839
H 4.4014 2.6418 4.5052
H 3.0585 3.2570 5.4926
H 4.3647 4.3532 5.0569
H 2.2276 4.7276 3.8747
H 2.2895 3.2039 3.2053
H 3.6853 5.5053 2.7899
C -3.2961 1.3392 -2.2959
C -4.0577 0.1210 -1.7724
O -3.2554 -0.8531 -1.2557
H -4.0122 2.1151 -2.5667
H -2.7577 1.1367 -3.2218
H -2.5261 1.7414 -1.6376
H -4.7381 -0.2680 -2.5300
H -4.6302 0.5191 -0.9346
H -3.8440 -1.4719 -0.8174
C -3.1983 -2.8582 -3.9114
C -3.4902 -3.5566 -5.2921
O -3.5681 -4.9588 -5.0757
H -3.1018 -1.8122 -4.2025
H -2.3151 -3.3337 -3.4850
H -3.9797 -3.0736 -3.1826
H -2.7043 -3.2408 -5.9782
H -4.4002 -3.1428 -5.7267
H -3.4485 -5.3198 -5.9572
C -0.1687 -4.0270 4.5281
C -0.2692 -2.6102 5.1191
O 0.6706 -2.7115 6.2050
H -0.7944 -4.2293 3.6588
H -0.4759 -4.7252 5.3067
H 0.8702 -4.3448 4.4406
H -1.2603 -2.3218 5.4695
H 0.0629 -1.8837 4.3776
H 1.1299 -1.8708 6.2673
C -0.4946 1.0916 0.8095
C 0.3314 0.0707 0.1429
O -0.2570 -0.2641 -1.0872
H 0.0846 1.5434 1.6147
H -1.4405 0.7100 1.1942
H -0.8725 1.8282 0.1005
H 0.4192 -0.7705 0.8306
H 1.3595 0.3826 -0.0411
H -1.1416 -0.5364 -0.8326
C 5.2401 3.5418 -2.4442
C 4.3824 3.8021 -1.2268
O 5.1612 4.3380 -0.1930
H 6.0534 2.8369 -2.2711
H 5.6012 4.4205 -2.9785
H 4.6885 3.0778 -3.2619
H 4.0216 2.8124 -0.9468
H 3.5938 4.5001 -1.5078
H 4.7524 4.3243 0.6755
C 0.5786 -4.5381 -5.6949
C 0.5606 -3.2575 -4.7930
O 1.2499 -2.2792 -5.4049
H 1.6286 -4.7915 -5.8409
H 0.0980 -4.4073 -6.6645
H 0.1426 -5.4186 -5.2228
H 1.0458 -3.5272 -3.8549
H -0.4445 -2.9428 -4.5124
H 1.3097 -1.5449 -4.7893
C -0.5024 -3.9316 -0.5696
C 0.8014 -4.6863 -0.8824
C 1.8211 -4.5701 0.2587
O 0.4826 -6.0661 -1.0631
H -1.0410 -3.6466 -1.4734
H -0.2272 -3.0539 0.0152
H -1.1993 -4.5673 -0.0233
H 1.2906 -4.3149 -1.7828
H 2.8212 -4.9256 0.0108
H 1.4950 -5.1690 1.1090
H 1.9090 -3.5768 0.6988
H 0.0502 -6.3541 -0.2558
C 3.9580 -0.1430 0.9359
C 3.5816 -0.8127 2.2382
C 4.6978 -0.8410 3.2638
O 2.4475 -0.1164 2.7998
H 4.8803 -0.5636 0.5352
H 4.2239 0.8978 1.1209
H 3.2158 -0.1761 0.1383
H 3.2007 -1.8071 2.0054
H 5.6331 -1.1730 2.8131
H 4.4807 -1.5964 4.0190
H 4.8366 0.0783 3.8329
H 2.4481 -0.2300 3.7531
C 4.3130 -2.3604 -3.0395
C 5.1242 -3.6499 -2.5645
C 4.9152 -4.6493 -3.6456
O 6.4681 -3.3613 -2.4023
H 4.7971 -1.8743 -3.8865
H 4.2503 -1.5619 -2.3001
H 3.2658 -2.4907 -3.3124
H 4.8430 -3.9513 -1.5555
H 5.4897 -5.5536 -3.4447
H 5.3620 -4.2980 -4.5757
H 3.8950 -4.9684 -3.8589
H 6.8233 -2.9933 -3.2147
C 3.0048 0.6490 -4.2929
C 1.5544 0.6646 -3.8069
C 0.4887 1.0238 -4.9349
O 1.2876 -0.5475 -3.2466
H 3.1218 0.0450 -5.1927
H 3.6699 0.3222 -3.4935
H 3.3029 1.6266 -4.6717
H 1.5344 1.3719 -2.9778
H -0.5594 0.8167 -4.7187
H 0.6825 0.5477 -5.8961
H 0.5404 2.1060 -5.0545
H 0.6654 -0.3087 -2.5556
C 0.4490 4.3486 -1.2543
C 0.4781 4.5080 0.3283
C 1.3957 5.7021 0.7349
O -0.8755 4.8249 0.6390
H -0.3325 3.6228 -1.4790
H 1.3737 3.9936 -1.7094
H 0.1778 5.3000 -1.7120
H 0.7425 3.5875 0.8488
H 2.3665 5.6641 0.2406
H 1.5652 5.7335 1.8111
H 0.9702 6.6574 0.4276
H -0.9415 5.7336 0.3363
C -2.0095 0.5811 4.3987
C -2.0152 1.9682 4.9081
C -1.1856 2.9751 4.1309
O -3.3297 2.4583 4.9746
H -2.6343 0.4598 3.5138
H -2.3227 -0.1196 5.1727
H -1.0354 0.2439 4.0444
H -1.5418 1.9289 5.8891
H -1.6967 3.3420 3.2408
H -0.1946 2.6074 3.8648
H -1.0614 3.8811 4.7241
H -3.7412 2.3103 4.1200
C -4.3550 -4.1212 2.1157
C -4.5566 -2.7031 1.6323
C -3.4629 -1.7184 2.0528
O -4.5198 -2.7816 0.1907
H -4.2692 -4.1276 3.2023
H -3.4586 -4.6145 1.7400
H -5.2969 -4.6160 1.8789
H -5.4766 -2.2928 2.0486
H -3.5546 -1.6526 3.1369
H -3.6663 -0.7510 1.5937
H -2.4221 -1.9671 1.8452
H -4.0403 -3.5521 -0.1223

Properties
Frontier orbital gap in eV: 9.51
Lowest unoccupied orbital energy in eV: 0.2
Highest occupied orbital energy in eV: -9.34